No. 1
57
Properties=species:S:1:pos:R:3 method="wB97M-V/def2-TZVPD" orbital_gap_ev=7.97 de_lowest_ev=1.2041 charge=+3 spin_multiplicity=1
Zr 0.1566 0.3119 0.0297
C -0.0643 -1.1204 2.6872
C -1.2693 -1.6903 1.9377
O -1.4928 -0.9262 0.6950
C -2.8355 -0.4578 0.2812
C -2.8069 1.0392 -0.0340
O -1.6152 1.3968 -0.7806
C -1.6644 1.6902 -2.1959
C -1.4346 0.4046 -2.9434
O -0.3881 -0.2869 -2.2046
C -0.0116 -1.5459 -2.8301
C 0.4633 -2.4565 -1.7239
O 1.2228 -1.6901 -0.7680
C 2.6481 -1.5589 -1.0103
C 2.9680 -0.0920 -1.1768
O 2.3040 0.6719 -0.1228
C 2.9160 0.6580 1.2122
C 2.2772 -0.3850 2.1734
O 0.9723 -0.8581 1.6935
H 0.3077 -1.8532 3.4034
H -0.3082 -0.1821 3.1841
H -2.1581 -1.6269 2.5627
H -1.0888 -2.7238 1.6491
H -3.5403 -0.6352 1.0924
H -3.1182 -1.0550 -0.5837
H -2.7542 1.6190 0.8846
H -3.6917 1.3368 -0.5965
H -0.8530 2.3960 -2.3785
H -2.6048 2.1783 -2.4458
H -1.1043 0.5950 -3.9652
H -2.3167 -0.2381 -2.9656
H 0.7501 -1.3415 -3.5840
H -0.8842 -1.9745 -3.3236
H 1.0630 -3.2807 -2.1081
H -0.3768 -2.8738 -1.1702
H 2.9384 -2.1111 -1.9043
H 3.1604 -2.0007 -0.1554
H 2.5649 0.2950 -2.1131
H 4.0375 0.1120 -1.1494
H 2.7651 1.6590 1.5986
H 3.9801 0.4644 1.0864
H 2.1321 0.0807 3.1475
H 2.9090 -1.2655 2.2758
C -0.8631 5.2845 2.4945
Si -0.0822 3.9636 3.5026
C -1.1293 3.0122 4.6832
C 1.7352 4.0519 3.7905
Se -0.0152 2.1271 1.6621
H -0.9116 6.2081 3.0816
H -1.8811 5.0217 2.2089
H -0.2728 5.4950 1.6028
H -1.4336 3.6597 5.5123
H -0.5850 2.1698 5.1099
H -2.0409 2.6630 4.1985
H 1.9687 4.9084 4.4318
H 2.2652 4.2063 2.8503
H 2.1060 3.1580 4.2920

No. 2
72
Properties=species:S:1:pos:R:3 method="wB97M-V/def2-TZVPD" smiles="C[N+](=O)[O-].C[N+](=O)[O-].C[N+](=O)[O-].C[N+](=O)[O-].COC(=O)OC.COC(=O)OC.COC(=O)OC.ClCCCl" orbital_gap_ev=10.47 de_lowest_ev=0.0000 spin_multiplicity=1
Cl -1.0185 -1.1636 -1.4678
C 0.1936 -1.0870 -0.1343
C 0.7436 0.3068 0.0390
Cl 1.9426 0.3891 1.3476
H 0.9703 -1.8237 -0.3249
H -0.3188 -1.4231 0.7611
H -0.0486 1.0085 0.2963
H 1.1679 0.6708 -0.8962
C 3.4021 -4.5717 0.4422
N 3.0393 -3.7900 1.6600
O 1.8593 -3.4990 1.7379
O 3.8821 -3.5261 2.4748
H 4.4650 -4.7914 0.4040
H 3.1941 -3.8790 -0.3707
H 2.8240 -5.4868 0.4785
C -4.0681 -1.4333 -3.5646
N -4.5247 -0.9476 -2.2109
O -5.2279 0.0458 -2.1401
O -4.2397 -1.6484 -1.2627
H -3.0890 -1.8439 -3.3440
H -4.1263 -0.5946 -4.2464
H -4.8031 -2.1963 -3.8048
C -1.5650 3.1586 4.2066
N -1.1010 2.5663 2.9139
O -0.5017 1.5068 2.9697
O -1.3453 3.1594 1.8838
H -2.5528 2.7061 4.2929
H -1.6485 4.2279 4.0589
H -0.8898 2.8140 4.9781
C 1.0311 -0.8379 4.5749
N 1.7731 -1.5992 5.5994
O 1.1630 -2.0208 6.5465
O 2.9711 -1.6955 5.4556
H 0.1554 -1.4428 4.3507
H 1.6194 -0.6578 3.6826
H 0.7528 0.1074 5.0328
C -2.9483 -0.2001 5.1681
O -2.3865 -1.4811 5.0260
C -2.6000 -2.1308 3.9031
O -3.3329 -1.7833 3.0133
O -1.8140 -3.2041 3.8717
C -1.4499 -3.7176 2.6033
H -3.9988 -0.2106 4.8752
H -2.4365 0.5407 4.5530
H -2.8966 0.1985 6.1797
H -0.9526 -2.9994 1.9536
H -2.3009 -4.1152 2.0496
H -0.7298 -4.4984 2.8363
C -0.6421 0.9592 -5.3111
O 0.4530 0.8196 -4.4563
C 0.8900 -0.4118 -4.1681
O 0.4025 -1.4232 -4.5694
O 1.9536 -0.2557 -3.4050
C 2.6979 -1.4048 -3.0899
H -1.2407 0.0520 -5.4260
H -0.3603 1.1988 -6.3418
H -1.2850 1.7703 -4.9762
H 2.3882 -1.8377 -2.1381
H 3.7510 -1.1436 -2.9680
H 2.7059 -2.1653 -3.8707
C 0.5900 3.7009 -2.0303
O 0.3071 4.9630 -2.6253
C 1.1317 5.5238 -3.5271
O 0.9306 6.6437 -3.8791
O 2.0856 4.7009 -3.9199
C 3.0499 5.2139 -4.8338
H 1.0715 3.8993 -1.0694
H 1.2987 3.0836 -2.5861
H -0.3493 3.1617 -1.9474
H 3.7468 4.3890 -4.9859
H 3.6439 6.0766 -4.5422
H 2.5450 5.3790 -5.7863

What did the first record say?
57
Properties=species:S:1:pos:R:3 method="wB97M-V/def2-TZVPD" orbital_gap_ev=7.97 de_lowest_ev=1.2041 charge=+3 spin_multiplicity=1
Zr 0.1566 0.3119 0.0297
C -0.0643 -1.1204 2.6872
C -1.2693 -1.6903 1.9377
O -1.4928 -0.9262 0.6950
C -2.8355 -0.4578 0.2812
C -2.8069 1.0392 -0.0340
O -1.6152 1.3968 -0.7806
C -1.6644 1.6902 -2.1959
C -1.4346 0.4046 -2.9434
O -0.3881 -0.2869 -2.2046
C -0.0116 -1.5459 -2.8301
C 0.4633 -2.4565 -1.7239
O 1.2228 -1.6901 -0.7680
C 2.6481 -1.5589 -1.0103
C 2.9680 -0.0920 -1.1768
O 2.3040 0.6719 -0.1228
C 2.9160 0.6580 1.2122
C 2.2772 -0.3850 2.1734
O 0.9723 -0.8581 1.6935
H 0.3077 -1.8532 3.4034
H -0.3082 -0.1821 3.1841
H -2.1581 -1.6269 2.5627
H -1.0888 -2.7238 1.6491
H -3.5403 -0.6352 1.0924
H -3.1182 -1.0550 -0.5837
H -2.7542 1.6190 0.8846
H -3.6917 1.3368 -0.5965
H -0.8530 2.3960 -2.3785
H -2.6048 2.1783 -2.4458
H -1.1043 0.5950 -3.9652
H -2.3167 -0.2381 -2.9656
H 0.7501 -1.3415 -3.5840
H -0.8842 -1.9745 -3.3236
H 1.0630 -3.2807 -2.1081
H -0.3768 -2.8738 -1.1702
H 2.9384 -2.1111 -1.9043
H 3.1604 -2.0007 -0.1554
H 2.5649 0.2950 -2.1131
H 4.0375 0.1120 -1.1494
H 2.7651 1.6590 1.5986
H 3.9801 0.4644 1.0864
H 2.1321 0.0807 3.1475
H 2.9090 -1.2655 2.2758
C -0.8631 5.2845 2.4945
Si -0.0822 3.9636 3.5026
C -1.1293 3.0122 4.6832
C 1.7352 4.0519 3.7905
Se -0.0152 2.1271 1.6621
H -0.9116 6.2081 3.0816
H -1.8811 5.0217 2.2089
H -0.2728 5.4950 1.6028
H -1.4336 3.6597 5.5123
H -0.5850 2.1698 5.1099
H -2.0409 2.6630 4.1985
H 1.9687 4.9084 4.4318
H 2.2652 4.2063 2.8503
H 2.1060 3.1580 4.2920